Record 1
Density functional theory data (the ωB97M-V functional and the def2-TZVPD basis) for C42H55BiF6N7O4P2S2 as an isolated structure.

Values from the calculation:
gap between HOMO and LUMO (alpha / beta): 5.7 / 6.3 eV
calculated total energy: -4610.25746 Ha
E_LUMO (alpha / beta): -3.3 / -3.2 eV
molar mass: 1171.0 g mol⁻¹
total charge: +1
spin multiplicity: 1

```
119
Properties=species:S:1:pos:R:3:lowdin_charge:R:1
C -5.4100 -1.4150 2.0985 -0.673
C 4.5198 1.4108 -3.0786 -0.082
H 1.6325 -0.8962 -3.9080 0.060
C -0.9823 0.5290 5.9021 -0.015
H 3.8504 -6.4328 -0.4820 0.086
C 0.3166 3.4932 1.0167 -0.393
H 5.3437 0.3126 1.2767 0.090
H -0.7961 3.6038 -1.4800 0.053
C 1.0740 -3.5756 -1.9113 -0.016
H -3.7278 -3.9750 -1.8967 0.119
C 1.2383 -2.3103 2.7466 -0.519
H -0.8210 -0.3938 6.4631 0.096
H 3.9335 -3.4186 0.6377 0.095
H -0.9614 0.3671 -4.9152 0.109
H 3.9039 -2.1044 3.5943 0.064
C -2.9309 -0.9228 -3.0670 -0.043
H 2.9220 3.8513 -1.3396 0.102
Bi -0.0427 0.2325 0.3394 1.721
C -0.0363 0.4309 -4.3297 -0.507
H 0.2826 2.5181 -4.9018 0.064
C 1.0410 -2.5502 -0.9479 -0.328
C -1.6835 4.2867 2.7235 -0.058
H -1.6340 0.3268 5.0565 0.068
O -3.5037 -0.1517 3.4624 -0.272
O -5.2658 0.3208 -0.6306 -0.372
N 0.8415 1.0416 3.0226 0.128
H 0.0804 -1.7275 -4.0597 0.060
C 2.1004 -2.5132 -0.0144 -0.317
C -1.9312 -2.9193 -1.4428 -0.027
H 1.1258 1.3403 -5.8942 0.087
C -0.8917 3.4736 -2.5606 -0.098
P 1.9584 -1.3332 1.3381 0.991
H 4.4619 -5.8517 -2.0238 0.081
C -0.2841 -2.3216 2.6360 -0.140
C 2.0852 -4.5096 -1.9336 -0.017
C 3.5600 -0.6635 1.9720 -0.512
H 4.0247 -0.6745 -2.9810 0.114
H 3.8784 0.9244 0.5141 0.062
C -1.8579 3.3091 1.7740 -0.155
O -2.8323 1.7932 -0.7160 -0.252
H 1.5272 5.0154 1.9187 0.115
H 1.4249 -4.3211 1.9591 0.084
N -4.4726 1.1606 1.6166 -0.411
H 3.1944 0.0992 2.6677 0.084
H 0.1199 3.4108 -2.9605 0.058
F -5.6312 5.2744 -0.7632 0.162
C -3.6752 -2.0832 -2.9009 -0.263
H 2.1777 -0.3610 -1.4045 0.051
C -1.7115 -0.7339 -2.4259 -0.327
P -0.6522 0.7390 -2.5912 1.071
C 4.1921 2.6822 -2.6223 -0.073
F -6.5192 -0.7243 1.8584 0.140
H 1.3090 -4.2193 3.7160 0.089
H 5.2639 -1.0694 3.1901 0.087
H 0.9068 2.0539 7.1639 0.094
F -5.0309 4.2551 1.0616 0.100
C 0.5491 4.5565 1.9156 -0.007
C 3.7860 0.3225 -2.6321 -0.093
H -2.1805 2.3359 -0.2164 0.017
S -3.9095 -0.2803 2.0993 0.605
H 4.5438 -0.6376 0.0264 0.077
H -0.2794 5.7494 3.4744 0.112
C -3.1565 -3.0700 -2.0670 -0.018
C 4.4338 -1.6372 2.7665 -0.097
H 0.2912 -3.6215 -2.6552 0.107
H -3.3086 -0.1552 -3.7355 0.118
C 3.1624 2.8687 -1.7160 -0.029
C 2.7385 0.5000 -1.7425 -0.118
C 0.8217 1.5716 -4.8716 -0.096
C 4.2017 -5.5444 -1.0111 -0.044
H 4.8648 -2.4152 2.1397 0.069
F -5.5051 -1.9857 3.2887 0.161
H -1.3627 4.3693 -2.9699 0.091
C -1.1800 -1.7609 -1.6256 -0.377
H -0.7108 -1.3250 2.7411 0.017
H 5.1083 -5.2002 -0.5145 0.078
C -1.7343 2.2274 -2.8868 -0.446
H -0.6026 -2.7368 1.6758 0.074
H -2.4959 4.5489 3.3856 0.109
C -4.9833 -2.2680 -3.6201 -0.039
H -5.5584 -3.0847 -3.1866 0.079
S -4.9546 1.4597 0.1885 0.996
H 5.3350 1.2729 -3.7757 0.106
H 1.7250 1.7056 -4.2750 0.065
C 2.4313 1.7685 -1.2554 -0.335
N -0.9017 2.9214 0.9110 -0.012
C -4.6233 4.7849 -0.0809 -0.442
H 2.0642 -5.2837 -2.6922 0.122
H -0.7175 -2.9448 3.4202 0.093
F -3.6863 5.6822 0.1298 0.157
N 0.2938 1.0625 5.4315 -0.190
C 4.3708 0.0252 0.8758 -0.091
C 3.1256 -3.4658 -0.0799 -0.056
C -3.0151 2.2600 -2.0644 -0.247
H -5.5882 -1.3622 -3.5704 0.079
H -2.8154 2.8087 1.6813 0.069
H 2.1636 1.8591 5.9312 0.096
C 3.1401 -4.4789 -1.0170 -0.272
F -5.2596 -2.3450 1.1730 0.162
O -2.9918 -0.8232 1.1407 -0.332
H 2.8261 -3.8320 2.9097 0.062
H 1.6668 0.4680 6.9194 0.093
C 1.3211 1.3753 6.4187 -0.026
H 4.7465 3.5412 -2.9773 0.108
C 1.7445 -3.7507 2.8314 -0.096
H -3.7838 1.6089 -2.4753 0.099
C 0.6861 -0.9081 -4.4440 -0.091
H -1.5523 -3.7042 -0.7995 0.121
H -2.0217 2.2435 -3.9433 0.119
H -4.8159 -2.5001 -4.6737 0.086
N 1.4008 1.9207 -0.3060 -0.199
C 0.5920 1.0464 4.1554 -0.259
H -3.4052 3.2842 -2.0390 0.113
N 1.3710 3.1181 0.2477 0.044
N 0.0675 -1.5616 -0.9764 -0.234
H 1.5331 -1.7578 3.6447 0.099
H -1.4612 1.2611 6.5526 0.097
C -0.4462 4.9431 2.7720 -0.055
H 0.8961 -1.1141 -5.4952 0.090
```

Record 2
Density functional theory data (the ωB97M-V functional and the def2-TZVPD basis) for a 2-piece molecular cluster, C6H13NOSi overall at a distorted geometry.

Values from the calculation:
ΔE to the lowest compared entry with this formula, charge and spin: 277.7 kJ/mol
gap between HOMO and LUMO: 9.0 eV
calculated total energy: -655.87320 Ha
E_LUMO: 0.5 eV
molar mass: 143.3 g mol⁻¹
spin multiplicity: 1

```
22
Properties=species:S:1:pos:R:3:lowdin_charge:R:1
O 2.4819 -0.6754 0.2473 -0.170
H 1.5501 1.2174 -2.8568 0.046
Si 1.2533 -0.4532 -0.8134 0.700
H 0.0469 1.3735 -1.9675 -0.010
C -1.2022 0.9238 0.9548 -0.324
H -0.3604 1.5768 1.0835 0.085
H -1.7245 1.3674 0.0723 0.101
C 0.0040 -0.9706 1.8266 -0.322
N 0.7437 -1.6176 2.4518 0.124
C 0.9529 -1.8924 -1.9791 -0.195
H 2.2998 -1.1741 1.0497 0.014
H -1.5429 1.0763 3.0772 0.083
H -2.2112 2.2451 1.8964 0.035
H -1.5122 -1.2065 0.2703 0.111
H 1.9104 -2.3123 -2.4541 0.060
C -2.2373 1.2296 2.1994 -0.065
C 1.0845 1.2691 -1.8324 -0.147
H 0.5095 -1.4662 -2.8872 0.021
H 1.4199 2.1509 -1.3677 -0.001
C -0.7850 -0.4921 0.7312 -0.238
H -3.1600 0.6588 2.0489 0.070
H 0.4787 -2.8281 -1.7512 0.019
```

Record 3
Density functional theory data (the ωB97M-V functional and the def2-TZVPD basis) for an isolated ion of composition C7H14FN2O2 and charge +1 at a distorted geometry.

Values from the calculation:
ΔE to the lowest compared entry with this formula, charge and spin: 0.0 kJ/mol
gap between HOMO and LUMO: 11.1 eV
calculated total energy: -634.64518 Ha
E_LUMO: -2.9 eV
molar mass: 177.2 g mol⁻¹
SMILES string: CC(=O)OC[C@@]1(N)CC[N@H+](F)C1
total charge: +1
spin multiplicity: 1

```
26
Properties=species:S:1:pos:R:3:lowdin_charge:R:1
H 2.8805 -0.5756 1.8762 0.108
C -1.1353 -0.0646 -1.4242 0.024
F -0.0883 1.7377 -2.5361 0.119
O 1.1538 -1.2813 -0.6758 -0.025
C 2.4824 -0.0387 1.0341 0.034
C -1.0863 -0.5475 0.0166 -0.458
N -0.1960 1.0774 -1.3527 -0.054
H -0.4400 0.8469 1.7002 0.114
H -0.2904 -2.4821 0.0728 0.145
O 3.3971 -1.3004 -0.7714 0.150
H 1.5352 0.4019 1.3022 0.049
H -3.1010 -0.7482 0.4394 0.094
H -2.0292 1.0961 1.0970 0.119
C -0.5808 1.9150 -0.1905 -0.024
C -1.0345 0.8085 0.8018 -0.052
H -1.3623 2.6100 -0.4244 0.142
H -2.1020 0.3535 -1.6461 0.160
H 0.7397 0.7269 -1.1303 0.181
H -0.7675 -0.7632 -2.1533 0.159
H 0.4291 -1.4682 1.2766 0.138
N -2.2685 -1.3106 0.3880 0.103
H 0.2814 2.4550 0.1587 0.137
H -2.1044 -1.7566 1.2749 0.099
C 2.4017 -0.9331 -0.1754 -0.460
H 3.1940 0.7318 0.7909 0.104
C 0.0916 -1.4907 0.2510 -0.107
```

Record 4
Density functional theory data (the ωB97M-V functional and the def2-TZVPD basis) for a 5-piece molecular cluster, C11H32O5 overall at a distorted geometry.

Values from the calculation:
ΔE to the lowest compared entry with this formula, charge and spin: 4.8 kJ/mol
gap between HOMO and LUMO: 10.3 eV
calculated total energy: -814.45097 Ha
E_LUMO: 0.7 eV
molar mass: 244.4 g mol⁻¹
SMILES string: CC(C)O.CC(C)O.CC(C)O.CO.CO
spin multiplicity: 1

```
48
Properties=species:S:1:pos:R:3:lowdin_charge:R:1
C -0.3971 2.6394 -2.9904 -0.164
H -0.2247 3.0813 -2.0133 0.074
H -1.4523 3.0288 -4.5765 0.073
H 2.0170 1.0445 5.2928 0.081
H 0.5424 -1.2027 -1.3846 0.039
H -2.6006 2.6227 -0.6134 0.091
O 0.7834 -2.1190 -1.6516 -0.070
O 0.5199 0.4719 -0.6669 -0.159
H 0.4102 -2.5564 4.2814 0.084
H -4.6909 0.8621 1.4119 0.082
H 0.4975 -0.1199 1.3007 0.080
C 1.1899 0.3147 0.5741 -0.134
H 2.8240 -2.2764 3.6747 0.081
H -2.0112 -0.0666 -1.1045 0.060
H -3.1316 -0.9351 0.0676 0.086
H 1.6123 1.2252 1.0114 0.086
H 2.6268 -0.7929 2.7566 0.061
H 2.6361 -2.3084 -2.5365 0.130
C -3.9981 1.6549 1.1170 -0.058
C 1.1759 0.5141 4.8345 -0.062
H 2.0500 -0.3420 0.4479 0.080
H 1.6146 -3.2146 -4.6993 0.076
H -4.5330 2.2013 0.3349 0.082
C 1.5009 -0.7699 -3.5790 -0.062
H 1.6766 0.0677 -2.9056 0.060
H 0.5443 2.6760 -3.5439 0.083
C 1.6025 -2.0834 -2.8329 -0.496
H 3.6123 -0.8575 4.2772 0.084
H 0.1292 -3.3117 -3.8582 0.081
H 1.5074 -4.2168 -3.2375 0.075
O -1.4393 3.3377 -3.6672 -0.118
H -2.0450 0.7896 1.4151 0.133
C 1.2095 -3.2690 -3.6840 -0.075
H 1.0361 0.9985 3.8622 0.070
C -2.8826 -0.0129 -0.4583 -0.038
H -3.7262 0.2005 -1.1220 0.081
H 1.6650 -1.3619 5.6748 0.134
C 1.5180 -0.9552 4.6677 -0.494
O -1.9592 2.1920 -0.0338 -0.082
H -0.6843 1.5921 -2.8835 0.063
H -3.8504 2.2973 1.9835 0.079
C 2.7086 -1.1917 3.7637 -0.047
H 0.4520 -0.6194 -3.8625 0.084
H 0.3101 0.7995 5.4308 0.078
H 2.1236 -0.7146 -4.4687 0.081
C -2.6754 1.1030 0.5822 -0.457
O 0.3336 -1.6036 4.1837 -0.063
H -0.1279 1.1869 -0.5722 0.045
```

Record 5
Density functional theory data (the ωB97M-V functional and the def2-TZVPD basis) for a 2-piece molecular cluster, H4O3 overall at a distorted geometry.

Values from the calculation:
ΔE to the lowest compared entry with this formula, charge and spin: 14.0 kJ/mol
gap between HOMO and LUMO: 11.4 eV
calculated total energy: -228.00264 Ha
E_LUMO: 0.7 eV
molar mass: 52.0 g mol⁻¹
SMILES string: OO.O
spin multiplicity: 1

```
7
Properties=species:S:1:pos:R:3:lowdin_charge:R:1
H -1.2086 -0.1606 1.1926 0.122
H -0.2076 -1.4763 -1.8129 0.070
O -0.2817 -0.0375 0.8700 -0.110
O 0.0853 1.3055 1.2253 -0.064
O 0.2167 -0.5710 -1.8993 -0.073
H 1.0272 1.2216 1.4484 0.099
H 0.3688 -0.2818 -1.0241 -0.043
```